[1]
A molecular structure, C58H47FGeN2P3PdS3, computed with ωB97M-V/def2-TZVPD.

The geometry in XYZ format:
```
116
Properties=species:S:1:pos:R:3
C -2.05006 -4.75480 -0.81754
C 1.97482 0.25568 -2.38913
S 3.44081 -2.41559 -0.71987
F -4.72947 -0.19203 1.39292
C 0.41260 -1.58725 -3.14833
C -0.68272 2.07237 -3.52350
H -0.41917 1.76571 -5.62563
C -1.12167 1.99942 -4.83520
C -2.73057 4.34786 0.12116
H -2.34714 -2.66012 -3.44119
S 6.21095 -3.03851 0.24768
H -1.66873 -2.82921 1.94748
C -2.66579 -5.84816 -0.23517
H 6.88382 -0.06911 0.54906
H 2.64961 -3.50442 -4.97871
C 2.32222 1.90430 1.56833
C 3.11180 2.96704 1.96877
H 2.53793 6.79844 -0.00782
N 5.59891 -0.85737 -0.91552
C -2.55667 -4.77647 1.91312
H -5.73985 -0.06281 -3.23221
H 1.23792 5.85322 1.87915
H 0.52263 -0.80252 4.58830
C -2.90680 2.62020 -2.79992
H 3.22940 -0.00240 2.99107
H -4.38932 2.71507 -4.34088
H -0.50051 -1.15616 -3.57329
H -4.06289 5.89469 0.75799
C 2.83966 3.61681 3.16731
H -5.48991 4.34539 2.07095
H -1.17861 -1.46316 6.24135
H 1.94415 -4.71994 2.27712
H 2.26805 -5.07095 -3.08415
H 1.50502 -1.33936 -5.04658
C -4.33981 2.61561 1.55635
H 8.36289 -1.96204 0.49968
C 1.77781 5.38198 -1.42536
C -1.47781 -1.18604 5.23877
C -0.52521 -0.80184 4.31098
C -4.84508 -0.47703 -2.78537
C 1.70039 -1.33643 2.26827
H -2.10609 5.02593 -0.44677
C -0.88812 -0.44058 3.01166
C -2.94004 -1.92716 -2.90367
H -4.98514 1.93948 2.10080
C 3.82215 -2.04948 3.15876
H 5.00458 -0.13480 -1.29910
C 0.06764 -2.66962 -2.15224
C 0.98605 2.13225 3.56192
C -2.45879 2.22933 -5.13310
C -4.47110 -0.08737 -1.50731
C -3.18380 -0.86646 3.57399
Pd -0.45447 0.08235 -0.24421
C 5.02591 -2.00507 -0.53217
C -2.91736 -5.86125 1.13261
H 0.58241 -4.56339 -1.35835
C -2.41512 2.98711 0.16963
C 1.32889 -2.03746 -4.23750
H -3.61393 2.85452 -2.01522
C 7.58312 -1.95218 -0.25677
C 6.93726 -0.58409 -0.41531
H -5.09019 0.61659 -0.96413
C -3.34594 2.53640 -4.11455
C 1.89096 5.94486 -0.16489
H 7.98583 -2.31606 -1.20076
H 4.15226 -4.16519 3.25082
C -1.93408 -3.67872 1.33254
H -1.87865 -4.74314 -1.88598
C 1.95676 -3.23370 -4.19252
C -1.56692 2.39984 -2.49051
C 3.46388 -3.37591 2.97716
H 0.40617 -2.92826 1.62453
P 0.46031 -0.06789 1.85018
C -2.54806 -1.52053 -1.63029
S 3.13198 1.33284 -2.37736
C 2.22592 -3.68658 2.43379
H -3.40367 -6.71707 1.58251
C 1.76911 3.21384 3.95021
C -4.63100 3.96989 1.52947
H 0.16580 1.80336 4.18834
P -1.04457 -2.14973 -0.82815
H -2.96021 -6.68878 -0.85000
H 3.93000 3.30039 1.34282
C -4.08212 -1.40048 -3.48479
C -2.81005 -1.22357 4.86295
H 0.35849 1.88559 -3.30459
Ge -3.03695 0.15156 0.91043
C -3.23137 2.10532 0.87338
C 2.94372 -1.02998 2.81598
C 1.71933 -4.14168 -3.13550
H 0.82575 3.91003 -2.63901
H 3.45630 4.44871 3.48335
H 2.52833 1.39472 0.63191
H 4.78920 -1.80394 3.57932
C 0.92756 4.30481 -1.63924
H -4.22742 -0.90408 3.29984
H 2.33595 5.79339 -2.25677
C 1.35858 -2.67294 2.06798
C -3.83135 4.83813 0.79921
H -2.80592 2.16997 -6.15646
C -3.31764 -0.59679 -0.91072
C 0.33266 4.32773 0.68894
H -4.37705 -1.71273 -4.47833
C 0.19634 3.76905 -0.58444
C 0.76236 -3.84095 -2.14433
C -1.66237 -3.66459 -0.03116
H -2.76113 -4.77577 2.97607
H -3.56943 -1.53306 5.56978
P -0.97767 2.37603 -0.75942
H -0.22999 3.92439 1.52156
H 1.54901 3.73102 4.87563
C -2.23746 -0.46910 2.62598
N 1.01409 -0.44279 -2.41007
C 1.16092 5.41739 0.89164
H 7.48562 0.04180 -1.11764
C 1.27038 1.46431 2.37715
```

For the energy above the lowest of the compared OMol25 structures with the same formula, charge and spin, the calculation gives 0.0 kcal/mol. The charge is +1. Its spin multiplicity is 3. The HOMO energy (spin up / spin down) is -9.153 / -10.220 eV. The calculation puts the HOMO-LUMO gap (spin up / spin down) at 7.2 / 6.5 eV.

---

[2]
A molecular structure, C41H51KN5O7P3S2, computed with ωB97M-V/def2-TZVPD.

The geometry in XYZ format:
```
110
Properties=species:S:1:pos:R:3
C 3.81191 3.24134 0.84466
H 2.47431 3.16004 5.41440
H -3.22935 -4.68505 1.52032
H -1.02245 1.93566 -6.45036
C 4.02167 0.10418 -0.83745
C -5.52332 -0.09598 3.10752
C -0.80989 2.71564 -1.86230
H -6.19443 -1.23904 -2.13985
C -1.34580 -3.59707 -0.26880
H 3.70242 4.49647 3.98578
C -0.99889 2.42397 -4.36064
C -3.05659 -3.60284 1.48481
H -3.95436 3.38508 1.34872
S 0.06385 -3.06244 3.60606
N -3.96149 1.36024 0.80399
C 3.97820 -2.14888 2.43041
C -5.42663 -1.91088 -2.54929
P -3.44825 -0.09861 1.37242
C 5.33372 0.39558 -0.47196
C 2.28216 2.41887 4.64583
C 3.55201 3.83371 3.14024
O 0.75705 -1.98733 -2.57219
H 1.16992 1.09034 5.89789
H 3.56359 2.56703 -5.16820
O -2.00916 -0.37351 1.41720
N 0.01238 0.74721 -2.92406
C 6.35500 -0.51181 -0.72405
C 3.74644 -1.11133 -1.46871
H -1.30582 -4.68585 -0.37242
H 3.14407 -3.67110 4.85319
C 3.06174 2.09799 0.97747
H 1.91061 -4.85929 4.41705
H -4.66379 -1.31967 -3.05166
C 1.97077 4.49080 -2.88712
P 2.57394 1.19201 -0.55380
H -1.50212 3.36760 -4.54208
P -3.48480 -2.05855 -0.73845
C 1.77651 -3.02424 3.30987
N -2.69940 -3.18501 0.13573
H 4.53713 -2.94917 -2.22200
N -4.10815 -0.27172 2.86825
H 0.84603 -0.58419 4.10739
C 2.47321 -2.13492 2.55892
H -3.37877 -0.37288 4.83246
H -5.68513 0.46398 4.03439
H 4.17815 3.51619 -0.13550
C 3.16515 2.89277 -4.21504
H 7.36991 -0.27671 -0.42340
H 4.32121 -2.81529 1.62867
C -0.59436 1.95394 -3.06105
C 1.86972 0.52340 2.61988
H 6.87391 -2.42669 -1.54684
C -3.31682 2.50635 1.46954
H -3.20409 2.30220 2.53516
C 2.72508 2.42510 -1.88322
C -3.37097 -0.97196 3.91644
H 2.72737 -1.35663 -1.76140
H -2.33944 -1.13951 3.60768
C 1.37915 0.33770 3.89449
H -2.33475 2.71052 1.03063
H 0.86829 -3.10931 -4.42469
H -6.44999 -2.94696 -0.19198
H 1.42638 5.42378 -2.79722
H -3.15432 1.78894 -1.12412
C 2.58082 -4.10404 4.01797
C 2.78979 2.65841 3.34868
H 4.67096 5.00303 1.74805
H -3.96438 -3.10032 1.81982
H -3.83392 -1.94104 4.13702
C -5.71701 -3.54390 -0.75291
H -6.26089 -4.20466 -1.43294
C 0.12770 -0.10052 -3.96954
O 0.62265 -2.26221 -4.81672
H -2.23790 -3.36347 2.16860
H -0.63593 -3.29868 0.50826
C 2.52210 4.11683 -4.10359
K -0.59210 -0.16860 -0.61244
O -1.37308 3.98773 -2.04927
C 0.52265 -1.43924 -3.68056
H -5.16411 -4.16544 -0.05021
C 4.07831 4.11187 1.91951
C 4.77281 -2.01226 -1.73093
H 1.55215 3.91732 -0.86821
C -0.74795 1.59047 -5.45641
H -4.75448 2.46628 -0.77576
H -0.04933 -0.32503 -6.14674
H -5.90252 -2.57015 -3.27958
C 2.05516 3.64734 -1.78813
H -1.31292 4.17747 -2.99136
H 3.74399 1.08837 -3.22622
N -4.79918 -2.71723 -1.51101
C 1.57318 1.28538 4.91083
C 3.26904 2.05517 -3.11358
H -6.04118 -1.05914 3.20300
H 3.30617 -4.58025 3.34892
H 4.47103 -2.46422 3.35378
H 4.34840 -1.15177 2.18055
C -4.11452 1.59209 -0.63931
C -0.19682 0.33412 -5.30280
H -1.06106 -3.13669 -1.21516
C 6.07576 -1.71789 -1.35502
H -4.58255 0.73763 -1.11831
H 5.55722 1.33011 0.02997
S 1.66797 -0.90812 1.55627
O -2.64147 -1.29373 -1.66109
C 2.55978 1.73374 2.27879
O -4.22727 -1.12509 0.38581
H 2.41994 4.75904 -4.97049
O -0.55412 2.41395 -0.67322
H -5.97255 0.46314 2.28800
```

For the energy above the lowest of the compared OMol25 structures with the same formula, charge and spin, the calculation gives 0.0 kcal/mol. The charge is -2. The HOMO energy (spin up / spin down) is 1.042 / 1.077 eV. The calculation puts the HOMO-LUMO gap (spin up / spin down) at 2.6 / 2.6 eV.

---

[3]
5 unconnected molecules or ions with the total composition C29H30N4O13, computed with ωB97M-V/def2-TZVPD.

The geometry in XYZ format:
```
76
Properties=species:S:1:pos:R:3
H 8.79662 4.73807 -3.69738
H -7.40994 6.61140 2.49842
H 3.83155 -2.03839 -2.69228
C 6.95457 3.98858 -4.50140
O 3.89367 -2.44692 1.73358
H -5.95386 -0.95199 -0.76915
O -2.53502 -1.91823 -3.39309
H 2.73885 -0.88243 -0.15429
C 7.57228 1.64065 -3.20848
C -5.69583 4.33881 4.32437
H -7.05778 2.39355 1.89814
C 2.53681 -1.09290 -1.19434
H -7.98570 -0.87663 2.99290
H 5.72969 0.87621 -4.00162
H -1.05300 -3.41351 -0.95513
H -7.97218 -1.87191 -1.84809
C 6.26083 -3.64083 2.31246
H -0.44820 -2.76451 -2.46579
O -5.72579 0.95235 3.28592
C 8.43907 2.71285 -3.10847
C -6.00694 3.21443 3.58262
H -5.06429 4.26960 5.19750
H 9.60483 -3.81736 2.78236
O -11.30524 -2.55564 0.02753
H 6.71471 4.91025 -5.01516
C -6.20502 5.56448 3.92950
H 0.25468 -0.90748 -0.53236
O 4.83778 -0.56663 1.27283
H -7.96208 4.57984 1.20644
H -3.87425 0.38841 -2.20192
C -9.12490 -1.60539 1.33297
C -0.72232 -2.51412 -1.45565
C 7.49868 -4.18118 2.61680
O 1.65716 -2.19464 -1.34177
O 7.14047 -0.55225 -2.66528
C -6.84683 -0.85533 1.17626
O -10.26618 -2.64543 -1.85777
H -5.96636 6.45356 4.49644
H 9.43524 -1.45420 2.08430
C -7.01733 5.65139 2.80694
C 7.31165 -1.51820 1.84055
O -4.76006 1.87359 4.97926
C -9.10500 -1.87456 -0.02378
H 9.34949 2.63713 -2.53297
C 6.18459 -2.31379 1.93214
N -10.31857 -2.40000 -0.66757
H 7.23802 -0.48534 1.53474
H 4.68285 -1.51246 -1.23489
O 8.93866 0.34301 -1.88319
C -6.84020 -1.13686 -0.18425
H 7.57408 -5.21691 2.91755
N 4.87096 -1.73190 1.62365
C -7.97541 -1.65215 -0.79072
N -5.45296 1.91354 3.98412
H 4.12020 -0.36658 -2.36927
C -7.32681 4.51098 2.07854
C -7.98606 -1.09367 1.93318
O -3.97407 -1.48864 -1.80886
C 8.12560 3.89283 -3.76228
C 8.54577 -2.06521 2.14809
C 6.09105 2.90504 -4.58454
H 2.07939 -0.21512 -1.63810
C -6.81932 3.28199 2.46557
H -10.01217 -1.78847 1.92062
C 0.45483 -1.96279 -0.66888
C 3.86680 -1.30604 -1.90021
H -5.96577 -0.45324 1.64319
H 5.37246 -4.25155 2.37421
H 0.45183 -2.38866 0.32676
C 6.39919 1.72111 -3.93544
O -1.78702 -1.54850 -1.36881
C 8.63941 -3.39379 2.53844
N 7.91037 0.37829 -2.53322
C -2.69723 -1.67585 -2.28470
O -4.06307 -0.13553 -1.40923
H 5.17805 2.98178 -5.15854
```

The HOMO energy is -9.657 eV. The calculation puts the HOMO-LUMO gap at 9.0 eV. The SMILES is O=[N+]([O-])c1ccccc1.O=[N+]([O-])c1ccccc1.O=[N+]([O-])c1ccccc1.O=[N+]([O-])c1ccccc1.CCOCCOC(=O)OO.

---

[4]
A molecular structure, C32H93N5O12, computed with ωB97M-V/def2-TZVPD.

The geometry in XYZ format:
```
142
Properties=species:S:1:pos:R:3
H 15.78253 0.42681 -9.05646
H 18.91252 4.15159 -16.42253
C 18.82530 0.92674 -15.20614
H 13.23332 0.84720 -15.83280
H 16.18207 -0.18097 -14.84794
H 14.01316 0.48237 -18.10875
C 16.89312 3.43137 -13.37202
C 17.73869 -2.83259 -17.79193
H 21.85267 0.66075 -17.69800
C 18.66539 -1.89491 -17.01810
H 17.95736 4.79231 -14.03554
H 16.90837 0.51024 -16.23689
O 19.06915 -0.76196 -12.62830
C 14.92261 3.83538 -10.16124
C 14.95135 -0.23127 -16.62004
C 11.25876 -1.12317 -16.12760
H 17.82476 -0.12567 -16.47721
H 17.07665 -1.70955 -10.93114
H 19.27747 2.75110 -15.82499
H 20.73554 0.55488 -15.33519
H 17.58448 3.04307 -15.78112
H 11.25864 -1.84785 -15.31339
H 17.34407 1.18417 -19.87880
C 17.66000 1.00078 -14.16017
H 21.97174 6.13605 -14.13745
O 15.52916 -3.75841 -17.92631
H 17.59121 1.93116 -13.59644
H 19.80583 -0.16973 -12.46048
H 18.49360 -1.83688 -15.94329
H 15.65705 1.46075 -15.35987
H 19.16165 -0.00853 -9.79033
H 16.25600 -3.25103 -16.19416
C 21.47591 -0.09611 -11.52865
O 16.65343 0.62348 -9.40922
H 17.67175 4.08890 -12.98535
H 17.88852 -3.28140 -10.88107
H 17.66228 0.30185 -12.62193
C 15.97629 3.37393 -11.18768
H 18.87027 1.75344 -15.91513
H 19.34314 -1.15500 -10.74916
H 13.73781 -2.91580 -17.13716
H 21.02515 0.36302 -14.14054
H 15.26367 -1.24543 -16.86914
C 22.42801 5.53726 -14.92572
H 22.36728 0.81028 -14.78421
C 19.10577 -1.71805 -11.65178
C 20.16533 0.01642 -9.36594
H 22.14034 -0.75014 -14.73944
H 19.60651 -2.26454 -15.63305
H 19.93406 -2.40645 -11.81956
H 21.61595 1.84909 -13.31794
H 10.44585 -1.33445 -16.82232
C 17.76565 -2.36696 -11.46141
H 14.56945 3.71912 -8.03897
H 15.18566 2.22581 -8.72530
H 14.13665 -4.57020 -16.61546
H 14.86096 4.92353 -10.14573
H 16.25280 3.61218 -8.41482
C 20.79782 1.13405 -13.40436
H 21.25721 -0.17769 -16.09120
H 22.57086 -2.03159 -9.88712
H 17.91978 0.21679 -13.44885
C 13.46531 -0.19803 -16.03717
N 14.98631 0.56862 -17.85256
H 20.82664 -3.08415 -17.17781
C 18.80295 4.12628 -14.20726
H 18.93649 1.73286 -17.24577
C 14.20213 -3.85561 -17.43592
H 21.00140 1.80920 -14.26718
C 15.96368 0.46979 -15.69466
O 15.78952 3.71896 -12.57760
H 23.48504 5.44301 -14.67690
C 18.48576 1.03686 -17.95325
H 16.18653 -0.81247 -10.72412
H 23.02650 -0.48970 -9.49176
C 16.48735 0.23481 -10.75282
H 19.68244 -2.27381 -17.11876
H 23.45254 3.18172 -15.24398
H 18.68019 0.22218 -11.17153
N 17.67949 -2.47229 -19.22408
H 15.86958 -1.85842 -17.29593
H 17.02055 -3.11123 -19.64554
H 13.44890 -0.70675 -15.07330
H 17.30105 -2.64359 -12.40783
O 18.87730 3.03017 -13.33704
H 20.80208 2.58822 -16.77136
H 13.46436 3.22443 -11.49929
C 20.67493 -2.18084 -15.43416
O 21.44855 -2.81826 -16.49654
H 21.87117 -0.80359 -12.25759
H 18.60989 -0.84667 -17.31170
H 20.08421 -0.42554 -8.37287
N 22.29165 -1.17916 -9.42289
H 19.26164 0.35008 -18.29153
C 17.73206 0.58223 -11.57092
C 17.79567 1.82511 -19.12160
H 20.63134 -1.86357 -10.41424
C 22.64802 3.44569 -15.93040
H 23.14484 3.82845 -16.82189
O 20.33647 0.54191 -12.15644
H 19.12014 3.32052 -12.45481
H 19.95045 1.65736 -13.84732
H 17.85354 -2.30366 -14.44599
H 18.75664 -0.99937 -15.23224
H 18.11516 -3.85436 -17.74307
H 15.69797 0.85684 -11.17483
H 17.87270 1.66303 -11.58363
H 22.97292 1.86686 -17.99006
H 16.14552 2.30043 -11.10354
H 19.73870 0.80391 -14.62415
H 13.64601 2.30385 -10.26549
H 18.70214 -1.50854 -13.47668
C 18.54491 3.52833 -15.60735
H 16.66485 3.74674 -14.39013
H 19.76440 4.63982 -14.20961
N 22.45985 1.35510 -17.28652
H 22.49344 6.19921 -15.78923
H 17.24720 2.41115 -13.51990
O 17.49482 0.30351 -17.27001
C 21.09368 -0.89747 -10.21182
O 21.75998 4.29824 -15.17193
O 12.47627 -0.93269 -16.87187
H 20.71508 -2.80382 -14.54064
H 20.50224 1.05125 -9.30504
C 21.72398 2.21208 -16.32782
N 13.62945 3.28497 -10.50472
H 16.71725 0.81219 -14.67374
H 14.93542 1.56837 -17.71834
O 18.43028 -1.54151 -14.39387
H 10.95436 -0.22879 -15.58399
C 16.27997 -2.86481 -17.21316
H 20.43831 -0.27155 -14.46991
H 13.53637 -4.21417 -18.22096
H 18.46240 2.53161 -19.61602
C 15.26726 3.31181 -8.77060
H 16.99064 2.43508 -18.71175
C 21.47231 1.33037 -15.12570
H 17.29991 -1.53816 -19.28242
H 22.17999 0.70948 -11.32035
C 21.13666 -0.73857 -15.16439
H 16.85734 3.92053 -10.85142
O 18.77795 -0.30955 -15.89955
```

For the energy above the lowest of the compared OMol25 structures with the same formula, charge and spin, the calculation gives 1438.7 kcal/mol. The HOMO energy is -7.705 eV. The calculation puts the HOMO-LUMO gap at 7.9 eV.